Record 1
11
Properties=species:S:1:pos:R:3 method="wB97M-V/def2-TZVPD" lumo_energy_ha="0.020 / -0.077" e_homo_ev="-7.2782 / -9.6533" homo_lumo_gap_ev="7.8316 / 7.5682" multiplicity=7 s_squared=12.014 relative_energy_kcal_mol=33.4
O -0.054 0.100 -1.398
C -1.095 -0.368 -1.096
C -2.311 -0.866 -1.115
H 0.210 -0.016 1.188
H -2.433 -1.949 -1.164
H -3.180 -0.176 -1.124
O 2.208 -0.368 0.663
C 1.297 0.418 1.347
O 1.338 1.715 0.856
Fe 2.465 1.081 -0.591
H 1.556 0.429 2.433

Record 2
13
Properties=species:S:1:pos:R:3 method="wB97M-V/def2-TZVPD" lumo_energy_ha="-0.492 / -0.628" e_homo_ev="-22.8184 / -20.1262" homo_lumo_gap_ev="9.4275 / 3.0398" multiplicity=9 total_charge=+3 s_squared=20.581 relative_energy_kcal_mol=125.8
O 0.858 1.082 0.194
C 0.030 0.201 -0.154
O 0.414 -0.820 -0.779
Gd 2.776 0.099 -0.959
O -1.239 0.347 0.241
C -2.274 -1.370 0.740
C -2.565 -0.402 -0.382
H -2.769 -2.349 0.780
H -1.324 -1.898 0.611
H -2.376 -0.835 -1.386
H -3.448 -0.972 0.960
Li -2.297 2.096 0.482
O -3.438 0.588 -0.415

Record 3
12
Properties=species:S:1:pos:R:3 method="wB97M-V/def2-TZVPD" lumo_energy_ha="-0.156 / -0.193" e_homo_ev="-11.0147 / -10.8451" homo_lumo_gap_ev="6.7694 / 5.5844" multiplicity=2 total_charge=+1 s_squared=0.761 relative_energy_kcal_mol=14.3
O -0.137 -0.980 0.019
C -1.171 -0.964 -0.848
C -0.061 0.152 0.997
O -1.074 -1.857 -1.722
C 0.977 1.060 0.411
Li -2.828 -2.355 -1.738
H 0.280 -0.311 1.937
H -1.022 0.370 1.473
H 1.709 0.635 1.135
H 1.546 1.784 -0.203
Hg -0.704 2.694 -0.829
Li 2.484 -0.228 -0.633

Record 4
9
Properties=species:S:1:pos:R:3 method="wB97M-V/def2-TZVPD" lumo_energy_ha=0.005 e_homo_ev=-8.9810 homo_lumo_gap_ev=9.1297 relative_energy_kcal_mol=13.4 smiles=I[C@H]1C[C@@H]1I
I -2.610 -1.387 0.007
C -0.670 -0.687 -0.565
C -0.002 0.585 -0.104
C 0.687 -0.605 0.471
I 2.625 -1.382 -0.024
H -0.509 -1.012 -1.553
H 0.460 1.167 -0.860
H -0.567 1.188 0.561
H 0.580 -0.930 1.484

Record 5
10
Properties=species:S:1:pos:R:3 method="wB97M-V/def2-TZVPD" lumo_energy_ha="0.004 / -0.103" e_homo_ev="-5.5056 / -9.3231" homo_lumo_gap_ev="5.6149 / 6.5200" multiplicity=3 s_squared=2.014 relative_energy_kcal_mol=33.0
C -0.460 -0.709 -0.827
C -0.155 -0.492 0.601
C 0.538 0.611 0.922
O 0.597 1.584 0.023
I -2.416 0.307 -1.186
I 1.558 0.830 2.723
H 0.266 -0.209 -1.505
H -0.398 -1.695 -1.200
H -0.376 -1.305 1.256
H 0.845 1.078 -0.807

Record 6
9
Properties=species:S:1:pos:R:3 method="wB97M-V/def2-TZVPD" lumo_energy_ha=-0.017 e_homo_ev=-8.1842 homo_lumo_gap_ev=7.7343 relative_energy_kcal_mol=88.6
C -0.299 0.482 -0.908
C 0.717 1.002 -0.089
C -0.123 -0.784 0.625
N 0.692 0.370 1.096
I 2.333 0.149 2.399
H -1.207 0.937 -1.318
H 1.320 1.845 -0.310
H -0.969 -1.066 1.213
H 0.435 -1.406 0.051

Record 7
11
Properties=species:S:1:pos:R:3 method="wB97M-V/def2-TZVPD" lumo_energy_ha=-0.198 e_homo_ev=-13.5768 homo_lumo_gap_ev=8.2004 total_charge=+1 relative_energy_kcal_mol=141.0
C -0.520 1.160 -0.694
C -1.894 -1.851 0.618
C -0.976 -0.912 0.401
N 1.419 0.862 -0.667
N 2.116 1.886 -0.545
O -1.161 0.285 -0.210
I 1.054 -1.347 0.684
H -1.812 -2.753 1.158
H -2.994 -1.867 0.325
H 1.780 2.702 -0.030
H 2.989 1.835 -1.040

Record 8
12
Properties=species:S:1:pos:R:3 method="wB97M-V/def2-TZVPD" lumo_energy_ha="-0.018 / -0.019" e_homo_ev="-7.6506 / -9.5557" homo_lumo_gap_ev="7.1620 / 9.0424" multiplicity=2 s_squared=0.753 relative_energy_kcal_mol=0.0
C -2.391 -0.234 -0.086
C -0.964 0.142 -0.057
O -0.341 -0.288 -1.252
C 0.974 0.010 -1.473
O 1.404 -0.281 -2.586
O 1.610 0.562 -0.528
O -3.234 0.780 0.240
In 1.944 1.259 1.228
H -2.754 -0.988 -0.789
H -0.443 -0.301 0.863
H -4.140 0.561 0.001
H -0.812 1.230 0.082

Record 9
12
Properties=species:S:1:pos:R:3 method="wB97M-V/def2-TZVPD" lumo_energy_ha=-0.127 e_homo_ev=-8.3118 homo_lumo_gap_ev=4.8662 total_charge=+1
O 1.445 -1.383 1.589
C 0.806 -1.173 0.437
C 2.703 -2.176 1.637
O -0.238 -0.489 0.592
C 2.827 -3.382 0.758
Rb -2.705 2.609 -0.592
H 2.675 -2.504 2.688
H 3.568 -1.506 1.697
H 1.867 -3.797 1.122
H 3.589 -3.347 -0.047
Li 1.948 -2.548 -1.087
Li 3.452 -5.360 1.252

Record 10
11
Properties=species:S:1:pos:R:3 method="wB97M-V/def2-TZVPD" lumo_energy_ha="-0.325 / -0.338" e_homo_ev="-15.9987 / -20.9961" homo_lumo_gap_ev="7.1517 / 11.8087" multiplicity=2 total_charge=+2 s_squared=0.750 relative_energy_kcal_mol=0.0
O 1.146 0.394 -0.270
Li -0.766 -0.275 -0.276
C 2.102 -0.414 -0.322
C 2.032 -1.638 0.470
H 3.038 -0.140 -0.832
H 2.886 -1.666 1.165
H 2.179 -2.493 -0.209
Mg 1.430 2.512 -0.909
C -3.020 -0.743 0.034
O -4.117 -0.923 0.187
H 1.080 -1.514 1.085

Record 11
12
Properties=species:S:1:pos:R:3 method="wB97M-V/def2-TZVPD" lumo_energy_ha=-0.169 e_homo_ev=-11.4178 homo_lumo_gap_ev=6.8254 total_charge=+1 relative_energy_kcal_mol=76.1
H 4.396 -0.554 0.496
C -1.687 -0.273 0.333
C -0.541 0.413 -0.351
O 0.382 -0.546 -0.791
C 1.603 -0.617 -0.165
O 1.829 -1.688 0.381
O -2.805 0.199 0.383
Mg 3.377 0.688 -0.249
H -1.478 -1.262 0.784
H -0.107 1.115 0.386
H -0.922 1.017 -1.189
Li -4.047 1.510 -0.018

Record 12
13
Properties=species:S:1:pos:R:3 method="wB97M-V/def2-TZVPD" lumo_energy_ha="-0.144 / -0.143" e_homo_ev="-9.3815 / -12.1272" homo_lumo_gap_ev="5.4648 / 8.2442" multiplicity=2 total_charge=+1 s_squared=0.750 relative_energy_kcal_mol=7.9
H 1.363 -3.982 -1.968
C 1.673 -2.978 -1.664
C 3.002 -2.474 -1.977
O 1.853 -2.077 -2.741
H 3.418 -1.687 -1.342
H 3.720 -3.102 -2.510
O 1.032 -2.481 -0.559
H 0.129 -2.819 -0.523
O -3.893 -3.104 -3.012
C -2.832 -3.178 -2.533
Li -5.854 -2.906 -2.853
Na -9.019 -2.763 -1.666
O -1.819 -3.350 -2.012

Record 13
11
Properties=species:S:1:pos:R:3 method="wB97M-V/def2-TZVPD" lumo_energy_ha="-0.506 / -0.499" e_homo_ev="-20.8051 / -20.8120" homo_lumo_gap_ev="7.0280 / 7.2380" multiplicity=7 total_charge=+3 s_squared=12.006 relative_energy_kcal_mol=13.2
O -0.946 0.268 0.475
Li 0.353 1.442 -0.555
C -2.285 0.333 0.172
C -2.984 0.922 1.175
H -2.541 0.123 -0.866
H -2.924 0.654 2.232
H -3.988 1.253 0.901
Sm -0.128 -2.682 0.466
C 2.412 2.416 -1.105
O 3.399 2.872 -1.381
H -1.057 0.752 1.478

Record 14
13
Properties=species:S:1:pos:R:3 method="wB97M-V/def2-TZVPD" lumo_energy_ha="-0.154 / -0.161" e_homo_ev="-10.4371 / -12.6402" homo_lumo_gap_ev="6.2514 / 8.2502" multiplicity=4 total_charge=+1 s_squared=3.752 relative_energy_kcal_mol=0.0
O -1.498 0.407 -1.579
O 0.913 -1.208 -0.685
C 1.552 -0.535 0.340
C 0.574 0.387 1.070
O -0.183 1.087 0.069
C -1.341 0.524 -0.306
H 1.972 -1.227 1.099
H 2.405 0.082 -0.012
H 1.085 1.134 1.691
H -0.120 -0.200 1.688
O -2.259 0.279 0.492
Pr 0.272 -0.581 -2.753
Li -3.372 -0.148 -1.114

Record 15
13
Properties=species:S:1:pos:R:3 method="wB97M-V/def2-TZVPD" lumo_energy_ha="-0.315 / -0.311" e_homo_ev="-16.2939 / -17.3416" homo_lumo_gap_ev="7.7340 / 8.8916" multiplicity=8 total_charge=+2 s_squared=15.760
H -4.427 1.275 0.905
C -4.285 0.547 0.105
C -4.137 -0.888 0.080
O -3.028 0.049 -0.206
H -4.000 -1.445 1.010
H -4.448 -1.452 -0.801
O 1.665 -0.440 0.161
C 2.759 0.126 -0.245
O 3.116 1.265 0.046
Sm -0.626 0.267 0.048
H 4.517 -0.073 0.211
Li 2.596 -2.367 0.133
O 3.760 -0.764 -0.072

Record 16
13
Properties=species:S:1:pos:R:3 method="wB97M-V/def2-TZVPD" lumo_energy_ha=-0.143 e_homo_ev=-11.6257 homo_lumo_gap_ev=7.7459 total_charge=+1 relative_energy_kcal_mol=0.0
H 2.409 -1.908 -1.490
C 1.716 -1.058 -1.434
C 2.150 0.047 -2.311
O 2.489 0.124 -0.933
H 3.015 -0.079 -2.969
H 1.429 0.799 -2.649
O -0.129 0.686 0.536
C -1.180 0.285 1.117
O -1.891 1.135 1.814
Li 1.640 1.223 0.343
H -2.836 0.774 1.729
Sr -0.346 -1.296 -0.641
O -1.837 -0.651 0.556

Record 17
13
Properties=species:S:1:pos:R:3 method="wB97M-V/def2-TZVPD" lumo_energy_ha="-0.347 / -0.352" e_homo_ev="-13.6860 / -15.0984" homo_lumo_gap_ev="4.2459 / 5.5334" multiplicity=5 total_charge=+2 s_squared=6.069 relative_energy_kcal_mol=82.8
O 1.975 0.733 -0.639
C 1.115 -0.271 -0.896
O 1.298 -1.406 -0.090
C 1.358 -1.151 1.343
Nd 2.475 1.018 1.446
H 1.147 -0.624 -1.941
H 1.900 -2.008 1.772
H 0.324 -1.198 1.737
H -0.605 0.345 -0.722
O -2.668 0.350 0.292
C -1.914 0.813 -0.604
O -2.300 1.776 -1.319
Mg -4.105 1.623 -0.380

Record 18
10
Properties=species:S:1:pos:R:3 method="wB97M-V/def2-TZVPD" lumo_energy_ha="0.152 / 0.144" e_homo_ev="-1.2869 / -4.2671" homo_lumo_gap_ev="5.4111 / 8.1823" multiplicity=7 total_charge=-1 s_squared=12.021
O -3.381 1.776 0.563
C -2.194 1.648 0.501
O -0.913 -0.626 -0.497
C 0.394 -1.058 -0.110
C 1.367 0.136 -0.059
Mn -0.356 1.207 -0.605
H 0.744 -1.820 -0.837
H 0.340 -1.572 0.872
H 2.200 0.031 -0.774
H 1.798 0.277 0.946

Record 19
8
Properties=species:S:1:pos:R:3 method="wB97M-V/def2-TZVPD" lumo_energy_ha="-0.273 / -0.273" e_homo_ev="-15.6921 / -15.6964" homo_lumo_gap_ev="8.2669 / 8.2798" total_charge=+1 relative_energy_kcal_mol=90.1
C 0.265 -0.964 -0.543
C 1.145 -0.354 0.787
C 0.089 0.728 0.674
N -0.489 0.053 -0.589
H 0.193 -1.971 -1.046
H -0.616 0.727 1.520
H 0.734 1.537 0.287
H -1.321 0.244 -1.089

Record 20
9
Properties=species:S:1:pos:R:3 method="wB97M-V/def2-TZVPD" lumo_energy_ha="-0.030 / -0.035" e_homo_ev="-8.2926 / -8.6418" homo_lumo_gap_ev="7.4832 / 7.6999" relative_energy_kcal_mol=129.3
N 1.536 -0.974 -0.046
C -1.045 -0.612 1.091
C -0.932 0.515 0.273
C 0.047 0.582 -0.697
N 0.919 -0.429 -0.972
H 2.032 -1.782 -0.460
H -1.480 -0.329 2.067
H -1.588 1.392 0.333
H 0.181 1.438 -1.347